1.
Below is a molecular structure, C50H39N6O5PPbS3, with properties calculated with the ωB97M-V functional and the def2-TZVPD basis.

XYZ file:
```
105
Properties=species:S:1:pos:R:3:lowdin_charge:R:1
Pb 0.394 -0.413 -0.339 1.38
O -2.374 2.180 0.601 0.04
C -2.453 0.961 0.663 -0.63
O -1.528 0.134 1.032 -0.30
C -3.740 0.256 0.293 -0.14
C -4.962 0.897 0.439 -0.02
C -6.138 0.212 0.188 -0.07
C -6.089 -1.107 -0.242 -0.08
C -4.870 -1.736 -0.443 -0.07
C -3.682 -1.065 -0.165 -0.27
P -2.055 -1.897 -0.356 1.04
C -2.406 -3.100 -1.711 -0.36
C -2.960 -4.371 -1.566 -0.12
C -3.139 -5.188 -2.672 -0.09
C -2.759 -4.749 -3.932 -0.09
C -2.220 -3.482 -4.091 -0.07
C -2.046 -2.666 -2.986 -0.10
C -2.068 -2.973 1.120 -0.34
C -1.389 -4.189 1.103 -0.12
C -1.320 -4.972 2.243 -0.08
C -1.925 -4.546 3.416 -0.09
C -2.596 -3.333 3.444 -0.08
C -2.669 -2.549 2.302 -0.07
H -4.965 1.930 0.761 0.12
H -7.095 0.697 0.335 0.10
H -7.008 -1.651 -0.420 0.10
H -4.853 -2.758 -0.795 0.10
H -3.240 -4.732 -0.584 0.10
H -3.578 -6.171 -2.551 0.10
H -2.881 -5.398 -4.790 0.10
H -1.926 -3.136 -5.073 0.11
H -1.607 -1.681 -3.101 0.10
H -0.889 -4.513 0.203 0.08
H -0.779 -5.910 2.217 0.10
H -1.863 -5.151 4.312 0.10
H -3.062 -2.993 4.360 0.10
H -3.173 -1.592 2.327 0.10
O 2.814 0.037 0.572 -0.64
S 3.673 0.630 1.636 1.05
C 3.891 2.378 1.170 -0.34
C 4.219 3.348 2.105 -0.07
C 4.439 4.652 1.690 -0.07
C 4.342 4.979 0.345 -0.09
C 4.027 4.001 -0.587 -0.07
C 3.812 2.694 -0.176 -0.08
C 2.698 0.934 3.135 -0.37
C 1.328 1.108 3.121 -0.10
C 0.657 1.348 4.311 -0.05
C 1.359 1.399 5.506 -0.07
C 2.733 1.199 5.517 -0.07
C 3.407 0.959 4.329 -0.10
H 4.298 3.094 3.153 0.10
H 4.692 5.411 2.418 0.11
H 4.524 5.998 0.027 0.10
H 3.954 4.255 -1.637 0.11
H 3.566 1.918 -0.888 0.11
H 0.767 1.016 2.202 0.06
H -0.417 1.479 4.288 0.12
H 0.834 1.581 6.434 0.11
H 3.279 1.226 6.451 0.11
H 4.475 0.779 4.325 0.11
N -0.533 10.278 -4.304 0.16
C -0.409 9.259 -3.786 -0.18
C -0.241 8.020 -3.092 -0.23
C -0.886 6.861 -3.518 -0.01
C -0.741 5.683 -2.807 0.01
C 0.048 5.656 -1.664 -0.18
C 0.710 6.810 -1.248 0.00
C 0.564 7.987 -1.952 -0.01
N 0.168 4.491 -0.881 -0.01
C 0.192 4.473 0.498 -0.03
C 0.349 3.173 0.854 -0.13
N 0.444 2.388 -0.268 -0.01
C 0.318 3.201 -1.282 -0.15
H -1.513 6.893 -4.397 0.12
H -1.269 4.793 -3.120 0.12
H 1.345 6.772 -0.374 0.11
H 1.062 8.889 -1.624 0.12
H 0.053 5.359 1.090 0.12
H 0.374 2.772 1.848 0.08
H 0.359 2.905 -2.319 0.14
N 1.346 -9.165 -0.001 0.10
C 1.525 -7.880 -0.473 -0.32
C 0.454 -7.171 -1.033 -0.02
C 0.643 -5.898 -1.533 -0.06
C 1.898 -5.312 -1.470 -0.32
C 2.975 -6.013 -0.948 -0.11
C 2.794 -7.291 -0.459 -0.03
S 2.083 -3.587 -1.845 0.56
O 1.345 -3.277 -3.038 -0.31
O 3.488 -3.278 -1.821 -0.31
N 1.303 -2.770 -0.662 -0.23
C 1.463 -2.882 0.650 -0.78
S 2.313 -4.104 1.576 1.06
C 1.769 -3.355 3.046 -0.39
C 1.023 -2.272 2.769 -0.24
N 0.874 -1.982 1.437 -0.10
H 0.407 -9.443 0.226 0.09
H 2.060 -9.533 0.602 0.09
H -0.529 -7.628 -1.056 0.11
H -0.175 -5.348 -1.984 0.11
H 3.944 -5.531 -0.918 0.11
H 3.628 -7.836 -0.032 0.11
H 2.021 -3.781 4.001 0.06
H 0.524 -1.654 3.495 0.11
```

Results
HOMO energy, eV: -7.593
Frontier orbital gap, hartree: 0.278
Energy relative to the best compared isomer or geometry (same formula, charge and spin), eV: 0.585

2.
Below is a molecular structure, C50H40INO8Si2, with properties calculated with the ωB97M-V functional and the def2-TZVPD basis.

XYZ file:
```
102
Properties=species:S:1:pos:R:3:lowdin_charge:R:1
C -2.858 -9.106 -2.747 0.01
C -3.875 -8.264 -2.889 -0.23
Si -4.813 -6.567 -2.858 0.51
O -3.966 -5.295 -3.679 -0.42
Si -2.323 -5.112 -3.116 0.43
C -1.219 -4.934 -4.672 -0.31
C 0.375 -5.001 -4.405 -0.77
C 1.056 -5.660 -5.748 -0.21
I 0.987 -6.269 -2.738 0.84
N -2.061 -3.660 -2.097 -0.19
C -3.343 -3.033 -1.621 -0.13
C -1.225 -3.995 -0.883 -0.45
C 0.147 -3.122 -0.729 -0.03
O -1.572 -4.923 -0.076 -0.01
H -1.947 -9.819 -2.685 0.06
H -4.995 -6.135 -1.453 -0.02
H -6.135 -6.796 -3.449 -0.05
H -2.032 -6.282 -2.287 -0.03
H -1.477 -5.671 -5.530 0.09
H -1.430 -3.871 -5.109 0.10
H 0.810 -3.945 -4.273 0.09
H 1.050 -4.905 -6.613 0.08
H 0.528 -6.659 -6.033 0.09
H 2.167 -5.887 -5.483 0.06
H -4.207 -3.775 -1.469 0.06
H -3.669 -2.118 -2.262 0.10
H -3.118 -2.587 -0.566 0.11
H -0.033 -2.310 0.068 0.08
H 0.359 -2.647 -1.761 0.08
H 0.979 -3.878 -0.433 0.07
C 0.130 -2.055 3.865 -0.05
C -0.225 -1.407 5.047 -0.06
C 0.158 -0.086 5.260 0.00
C 0.910 0.588 4.296 -0.09
C 1.286 -0.068 3.124 -0.08
C 0.885 -1.388 2.905 0.00
C 2.125 0.618 2.116 -0.28
O 2.451 0.046 1.089 0.10
C 2.567 2.006 2.376 -0.09
C 3.406 2.647 1.461 0.01
C 3.817 3.957 1.692 -0.05
C 3.385 4.634 2.830 -0.05
C 2.554 3.997 3.747 0.00
C 2.151 2.677 3.526 -0.09
C 1.297 1.997 4.523 -0.28
O 0.921 2.588 5.523 0.10
H -0.177 -3.082 3.695 0.11
H -0.804 -1.932 5.801 0.11
H -0.127 0.415 6.181 0.12
H 1.164 -1.901 1.989 0.10
H 3.745 2.126 0.570 0.12
H 4.473 4.451 0.982 0.11
H 3.700 5.658 3.006 0.11
H 2.224 4.529 4.635 0.12
C -9.978 0.221 -5.434 -0.06
C -8.625 0.507 -5.260 -0.06
C -7.950 0.027 -4.142 0.00
C -8.630 -0.732 -3.187 -0.08
C -9.990 -0.998 -3.350 -0.08
C -10.660 -0.529 -4.482 0.00
C -10.733 -1.759 -2.321 -0.28
O -11.921 -1.995 -2.465 0.10
C -10.016 -2.222 -1.113 -0.08
C -10.716 -2.891 -0.107 0.00
C -10.047 -3.341 1.027 -0.06
C -8.675 -3.133 1.157 -0.06
C -7.975 -2.462 0.159 0.00
C -8.647 -1.996 -0.973 -0.08
C -7.900 -1.253 -2.011 -0.28
O -6.699 -1.067 -1.896 0.09
H -10.502 0.588 -6.312 0.11
H -8.096 1.104 -5.997 0.11
H -6.894 0.250 -4.014 0.12
H -11.716 -0.745 -4.621 0.12
H -11.785 -3.059 -0.202 0.12
H -10.595 -3.857 1.811 0.11
H -8.152 -3.491 2.038 0.11
H -6.906 -2.299 0.269 0.12
C 8.920 8.201 -0.842 -0.06
C 10.272 8.487 -0.666 -0.06
C 10.946 8.006 0.453 0.00
C 10.265 7.247 1.406 -0.08
C 8.905 6.981 1.242 -0.08
C 8.236 7.450 0.109 0.00
C 8.161 6.219 2.269 -0.28
O 6.972 5.983 2.124 0.09
C 8.876 5.756 3.478 -0.08
C 8.174 5.086 4.483 0.00
C 8.842 4.635 5.618 -0.06
C 10.214 4.843 5.749 -0.06
C 10.916 5.515 4.753 0.00
C 10.245 5.981 3.619 -0.08
C 10.994 6.725 2.583 -0.28
O 12.194 6.912 2.699 0.10
H 8.396 8.568 -1.720 0.11
H 10.802 9.084 -1.402 0.11
H 12.001 8.229 0.582 0.12
H 7.180 7.235 -0.032 0.12
H 7.105 4.918 4.386 0.12
H 8.293 4.120 6.400 0.11
H 10.736 4.485 6.631 0.11
H 11.984 5.678 4.863 0.12
```

Results
HOMO energy, eV: -9.141
Frontier orbital gap, hartree: 0.294

3.
Below is a molecular structure, C50H40MoN8O8Se, with properties calculated with the ωB97M-V functional and the def2-TZVPD basis.

XYZ file:
```
108
Properties=species:S:1:pos:R:3:lowdin_charge:R:1
Mo 20.169 14.740 15.360 1.48
C 10.858 11.219 13.969 -0.04
O 11.560 12.111 14.852 -0.06
C 12.825 12.424 14.603 -0.28
C 13.675 11.926 13.593 0.02
C 15.009 12.342 13.657 -0.03
C 15.516 13.233 14.601 -0.21
C 14.625 13.786 15.523 -0.03
C 13.323 13.392 15.492 0.02
C 16.996 13.437 14.725 0.01
C 17.638 13.103 15.899 -0.20
C 17.009 12.357 16.968 0.05
C 17.889 12.255 17.979 0.06
C 19.072 12.952 17.507 -0.16
N 18.907 13.438 16.285 -0.04
C 20.232 13.128 18.358 -0.02
C 21.469 13.443 17.905 -0.14
C 22.697 13.574 18.696 0.06
C 23.614 14.010 17.848 0.03
C 22.996 14.289 16.540 -0.15
C 23.676 14.925 15.434 0.01
C 25.098 15.317 15.597 -0.20
C 25.467 16.640 15.396 0.00
C 26.787 17.046 15.590 0.01
C 27.720 16.152 16.062 -0.25
O 29.002 16.474 16.415 -0.05
C 29.448 17.750 16.034 -0.07
C 27.337 14.824 16.290 0.03
C 26.046 14.433 16.113 -0.05
C 23.097 15.159 14.207 -0.20
N 21.748 15.092 13.931 0.01
C 21.559 15.504 12.695 -0.20
C 20.319 15.780 12.085 -0.02
C 20.254 16.828 10.999 -0.18
C 19.567 18.018 11.285 -0.01
C 19.327 18.992 10.309 0.00
C 19.862 18.877 9.038 -0.29
O 19.732 19.802 8.083 -0.04
C 18.776 20.835 8.351 -0.04
C 20.631 17.742 8.741 0.04
C 20.768 16.714 9.683 -0.02
C 19.121 15.325 12.525 -0.19
C 17.847 15.415 11.809 0.05
C 16.956 14.742 12.506 0.03
C 17.598 14.264 13.714 -0.13
N 18.889 14.664 13.722 -0.02
C 22.804 15.782 12.064 0.05
C 23.755 15.580 13.022 0.04
N 21.725 13.959 16.579 0.00
C 19.969 12.978 19.813 -0.16
C 20.016 11.740 20.472 -0.02
C 19.759 11.643 21.826 0.00
C 19.379 12.744 22.556 -0.25
O 19.259 12.556 23.918 -0.07
C 18.947 13.702 24.703 -0.07
C 19.199 13.973 21.882 0.07
C 19.477 14.104 20.531 -0.25
H 9.865 10.981 14.373 0.10
H 11.391 10.294 13.857 0.08
H 10.775 11.674 12.959 0.11
H 13.321 11.268 12.797 0.12
H 15.664 11.887 12.931 0.12
H 14.953 14.582 16.144 0.12
H 12.570 13.818 16.188 0.15
H 16.019 11.931 16.836 0.13
H 17.870 11.817 19.014 0.15
H 22.866 13.324 19.702 0.12
H 24.681 14.164 18.056 0.12
H 24.723 17.348 15.092 0.13
H 27.028 18.094 15.438 0.12
H 30.534 17.710 16.130 0.11
H 29.099 18.511 16.731 0.10
H 29.164 18.010 15.029 0.09
H 28.088 14.137 16.652 0.13
H 25.754 13.376 16.195 0.14
H 19.145 18.114 12.266 0.12
H 18.601 19.749 10.610 0.12
H 18.774 21.502 7.555 0.08
H 19.034 21.334 9.272 0.09
H 17.785 20.407 8.454 0.10
H 21.066 17.561 7.776 0.12
H 21.339 15.852 9.378 0.11
H 17.724 15.928 10.886 0.13
H 15.913 14.628 12.260 0.13
H 23.006 16.119 11.052 0.13
H 24.804 15.652 12.825 0.13
H 20.318 10.908 19.900 0.11
H 19.829 10.695 22.369 0.14
H 18.904 13.280 25.702 0.10
H 18.033 14.219 24.446 0.09
H 19.789 14.399 24.678 0.10
H 18.913 14.864 22.440 0.12
H 18.850 15.903 20.537 0.12
O 19.252 15.275 19.897 0.07
Se 17.143 18.130 17.577 1.16
O 16.742 17.196 16.394 -0.58
O 19.591 16.199 15.910 -0.45
O 17.033 17.472 19.015 -0.56
N 19.327 8.613 11.703 0.19
C 19.704 9.476 12.660 -0.49
N 20.095 9.081 13.878 0.18
N 19.657 10.768 12.361 0.11
C 20.091 11.536 13.331 -0.37
N 20.526 12.189 14.183 0.13
H 19.394 7.620 11.783 0.12
H 19.111 8.977 10.793 0.12
H 19.967 8.120 14.141 0.12
H 20.238 9.762 14.633 0.11
```

Results
HOMO energy (spin up / spin down), eV: -12.227 / -12.221
Frontier orbital gap (spin up / spin down), hartree: 0.161 / 0.161
Total charge: +2

4.
Below is a molecular structure, C50H41FeIN2O3P2S, with properties calculated with the ωB97M-V functional and the def2-TZVPD basis.

XYZ file:
```
101
Properties=species:S:1:pos:R:3:lowdin_spin:R:1
Fe -1.022 0.904 -0.368 3.65
O -1.720 -0.569 1.399 0.04
S -0.320 -1.124 1.684 0.02
C -0.197 -0.944 3.441 0.00
C -0.654 -1.922 4.290 0.00
C -0.539 -1.822 5.690 0.00
C 0.067 -0.714 6.205 0.00
C 0.424 -0.351 7.631 0.00
C 0.978 1.096 7.543 0.00
C 0.990 1.411 6.062 0.00
C 1.378 2.526 5.381 0.00
C 1.199 2.549 3.985 0.00
C 0.684 1.507 3.240 0.02
P 0.395 1.937 1.448 0.06
C 1.986 2.659 0.948 0.23
C 2.952 1.707 0.276 0.06
C 4.363 2.216 0.254 0.21
C 4.677 3.491 0.560 0.01
C 3.670 4.401 0.981 0.32
C 2.352 3.952 1.187 0.02
C -0.761 3.356 1.597 0.00
C -1.773 3.326 2.558 0.00
C -2.734 4.329 2.593 0.00
C -2.692 5.368 1.669 0.00
C -1.701 5.388 0.695 0.00
C -0.747 4.378 0.647 0.00
C 0.326 0.297 3.931 0.00
C 0.464 0.326 5.337 0.00
C -0.345 -2.886 1.442 0.00
C 0.554 -3.630 2.173 0.00
C 0.576 -5.039 2.146 0.00
C -0.359 -5.677 1.383 0.00
C -0.654 -7.150 1.199 0.00
C -1.798 -7.198 0.149 0.00
C -2.065 -5.749 -0.194 0.00
C -2.919 -5.180 -1.090 0.00
C -2.862 -3.783 -1.266 0.00
C -2.042 -2.942 -0.543 0.01
P -1.900 -1.250 -1.248 0.03
C -1.240 -1.653 -2.908 0.00
C 0.149 -1.796 -2.949 0.00
C 0.800 -2.093 -4.138 0.00
C 0.067 -2.226 -5.310 0.00
C -1.313 -2.097 -5.279 0.00
C -1.968 -1.822 -4.083 0.00
C -3.640 -0.747 -1.473 0.00
C -3.994 0.105 -2.525 0.00
C -5.291 0.597 -2.622 0.00
C -6.234 0.274 -1.653 0.00
C -5.881 -0.553 -0.593 0.00
C -4.591 -1.064 -0.504 0.00
C -1.220 -3.505 0.489 0.00
C -1.225 -4.915 0.570 0.00
H -1.097 -2.817 3.872 0.00
H -0.907 -2.625 6.320 0.00
H 1.178 -1.043 8.009 0.00
H -0.436 -0.428 8.296 0.00
H 1.975 1.182 7.974 0.00
H 0.340 1.802 8.076 0.00
H 1.784 3.396 5.885 0.00
H 1.467 3.461 3.475 0.00
H 2.937 0.750 0.823 0.02
H 5.129 1.524 -0.084 0.01
H 5.704 3.830 0.481 -0.01
H 3.923 5.435 1.184 0.02
H 1.627 4.657 1.577 0.00
H -1.813 2.515 3.279 0.00
H -3.515 4.302 3.345 0.00
H -3.435 6.156 1.703 0.00
H -1.673 6.186 -0.039 0.00
H -0.007 4.378 -0.147 0.00
H 1.246 -3.118 2.833 0.00
H 1.298 -5.580 2.748 0.00
H -0.955 -7.602 2.145 0.00
H 0.231 -7.688 0.860 0.00
H -2.693 -7.676 0.548 0.00
H -1.508 -7.760 -0.739 0.00
H -3.593 -5.774 -1.698 0.00
H -3.481 -3.350 -2.046 0.00
H 0.726 -1.666 -2.037 0.00
H 1.877 -2.209 -4.153 0.00
H 0.573 -2.419 -6.249 0.00
H -1.888 -2.205 -6.192 0.00
H -3.048 -1.750 -4.079 0.00
H -3.255 0.399 -3.263 0.00
H -5.560 1.238 -3.455 0.00
H -7.243 0.666 -1.725 0.00
H -6.613 -0.804 0.166 0.00
H -4.319 -1.709 0.325 0.00
N -2.770 2.347 -0.685 0.04
N -2.462 2.988 -1.889 0.00
C -1.497 2.415 -2.729 0.01
O -1.468 2.738 -3.897 0.01
O -0.696 1.581 -2.114 0.12
H -3.627 1.814 -0.778 0.00
H -2.902 3.054 0.028 0.00
H -3.205 3.475 -2.361 0.00
I 2.441 3.008 -2.491 0.00
C 2.528 1.337 -1.171 0.05
H 3.255 0.659 -1.608 0.00
H 1.549 0.874 -1.209 0.00
```

Results
HOMO energy (spin up / spin down), eV: -9.438 / -10.516
Frontier orbital gap (spin up / spin down), hartree: 0.251 / 0.275
Total charge: +1
Spin multiplicity: 6